a) Density functional theory data (the ωB97M-V functional and the def2-TZVPD basis) for the ion C6H5O2 with charge -1.

Cartesian coordinates (Å):
C  2.441  0.623  -0.438
C  2.856  -0.609  -0.116
C  -0.457  -0.748  0.010
C  1.220  1.208  0.056
C  -1.042  -0.605  -1.136
C  0.369  0.155  0.750
O  3.395  -1.742  -0.161
O  1.037  2.408  -0.172
H  2.987  1.303  -1.114
H  -1.062  0.382  -1.713
H  -1.703  -1.404  -1.435
H  -0.280  0.581  1.519
H  1.227  -0.517  1.098

As for the spin multiplicity: 3. The calculation puts the HOMO energy (spin up / spin down) at -1.147 / -3.903 eV. Its total charge is -1. The gap between HOMO and LUMO (spin up / spin down) is 5.3163 / 7.0125 eV.

Löwdin atomic charge list, values in e, 4 entries: C -0.14; C -0.30; C -0.09; C -0.48

b) Density functional theory data (the ωB97M-V functional and the def2-TZVPD basis) for the ion C6H5O2 with charge -1.

Cartesian coordinates (Å):
C  -0.207  1.854  0.410
C  0.130  1.613  -0.824
C  1.373  -1.628  -0.118
C  1.016  -0.545  0.594
C  -1.740  -0.395  -0.101
C  -0.086  0.385  0.065
O  -1.739  -1.582  -0.463
O  -2.620  0.365  0.249
H  -0.313  2.637  1.096
H  0.013  1.994  -1.899
H  1.980  -2.352  0.318
H  0.710  -1.924  -0.895
H  1.483  -0.422  1.568

As for the spin multiplicity: 3. The calculation puts the HOMO energy (spin up / spin down) at 0.452 / -4.158 eV. Its total charge is -1. The gap between HOMO and LUMO (spin up / spin down) is 3.6983 / 6.0268 eV.

Löwdin atomic charge list, values in e, 4 entries: C -0.04; C -0.04; C -0.13; C -0.25

Which structure wins on stability? a) wins.

a) Density functional theory data (the ωB97M-V functional and the def2-TZVPD basis) for a cluster of 2 separate species, C5H12O2 in total.

Cartesian coordinates (Å):
C  2.684  1.250  0.513
C  1.749  0.033  0.660
C  -1.996  0.294  1.115
O  -3.213  -0.289  0.658
C  -0.744  -0.436  0.707
C  0.291  0.333  0.311
H  3.599  0.750  0.169
H  3.040  1.900  1.306
H  2.437  1.850  -0.365
H  1.545  -0.258  1.690
H  2.154  -0.848  0.170
H  -1.946  1.314  0.725
H  -2.114  0.423  2.190
H  -3.207  -0.571  -0.256
H  -0.560  -1.349  1.268
H  0.066  1.328  -0.064
H  -1.937  -2.242  -3.892
H  -0.873  -1.351  -3.176
O  -0.978  -2.133  -3.727

The calculation puts the HOMO energy at -9.454 eV. Its total charge is 0. Its structure (SMILES) is CC/C=C/CO.O. The gap between HOMO and LUMO is 10.0634 eV.

Löwdin atomic charge list, values in e, 4 entries: C -0.11; C -0.23; C -0.27; O -0.08

b) Density functional theory data (the ωB97M-V functional and the def2-TZVPD basis) for the molecule C5H12O2.

Cartesian coordinates (Å):
C  0.040  -0.247  -0.885
C  -1.287  0.035  0.104
C  1.166  0.735  -0.723
C  -1.008  -0.181  1.581
C  2.319  0.287  0.156
O  -0.422  -0.243  -2.195
O  -2.227  -0.919  -0.399
H  -1.271  -0.718  -2.188
H  -3.017  -0.918  0.154
H  0.349  -1.260  -0.591
H  -1.672  1.051  -0.077
H  1.491  1.069  -1.706
H  0.501  1.507  -0.218
H  -0.314  0.572  1.947
H  -1.930  -0.126  2.165
H  -0.569  -1.166  1.743
H  3.009  1.112  0.324
H  1.974  -0.064  1.127
H  2.867  -0.526  -0.318

The calculation puts the HOMO energy at -9.557 eV. Its total charge is 0. Its structure (SMILES) is CC[C@H](O)[C@H](C)O. The gap between HOMO and LUMO is 10.3581 eV.

Löwdin atomic charge list, values in e, 4 entries: C -0.37; C -0.35; C -0.21; C -0.05

c) Density functional theory data (the ωB97M-V functional and the def2-TZVPD basis) for a structure of composition C5H12O2.

Cartesian coordinates (Å):
C  -1.656  0.757  2.089
O  -1.389  0.473  0.726
C  -0.087  0.880  0.311
C  0.174  0.264  -1.045
C  1.579  0.414  -1.579
C  0.482  -1.745  -0.364
O  -0.783  -1.262  -1.217
H  -1.602  1.841  2.290
H  -2.673  0.405  2.298
H  -0.945  0.237  2.753
H  -0.071  1.987  0.201
H  0.679  0.565  1.031
H  -0.516  0.722  -1.773
H  1.746  -0.261  -2.427
H  2.331  0.207  -0.811
H  1.695  1.445  -1.966
H  1.066  -2.269  -1.136
H  0.083  -2.510  0.327
H  -1.409  -0.968  -0.518

The calculation puts the HOMO energy at -6.778 eV. Its total charge is 0. The gap between HOMO and LUMO is 7.6521 eV.

Löwdin atomic charge list, values in e, 4 entries: C -0.09; O -0.22; C -0.23; C -0.23

d) Density functional theory data (the ωB97M-V functional and the def2-TZVPD basis) for a cluster of 2 separate species, C5H12O2 in total.

Cartesian coordinates (Å):
C  1.227  -2.017  -0.919
C  0.367  -0.783  -1.588
C  -2.301  0.748  0.929
O  -1.333  0.667  2.044
C  -1.708  0.206  -0.374
C  -0.452  -0.032  -0.586
H  2.004  -1.410  -0.433
H  1.649  -2.523  -1.840
H  0.534  -2.595  -0.266
H  -0.240  -1.198  -2.327
H  1.187  -0.201  -2.007
H  -3.151  0.142  1.125
H  -2.598  1.757  0.622
H  -1.790  1.086  2.825
H  -2.506  -0.187  -0.998
H  0.235  0.485  0.149
H  3.504  1.820  -0.370
H  2.601  1.164  0.801
O  3.304  0.950  0.199

The calculation puts the HOMO energy at -9.130 eV. Its total charge is 0. Its structure (SMILES) is CC/C=C/CO.O. The gap between HOMO and LUMO is 9.8789 eV.

Löwdin atomic charge list, values in e, 4 entries: C -0.07; C -0.23; C -0.22; O -0.10

Which structure wins on stability? b) wins.